This record from OMol25 describes a molecular structure, C20H13Co2N2O6 in a non-equilibrium geometry. The level of theory is wB97M-V/def2-TZVPD.

HOMO energy = -1.584 eV
max |F| = 7.4 eV Å⁻¹
HOMO-LUMO gap = 0.13246 Eh
molar mass = 495.2 g/mol

ORCA input file:
```
! wB97M-V def2-TZVPD RIJCOSX def2/J DEFGRID3
* xyz -1 1
Co 0.07083 1.25262 2.28198
Co 1.26490 -0.69069 1.58652
O 1.47210 -1.68381 4.39156
O -2.58449 2.47254 2.24856
O 3.58768 1.06990 1.78101
O 0.22291 0.86868 5.17085
O 1.54780 3.73665 2.11156
O 2.87667 -2.95397 0.78671
N 0.84491 0.55612 -2.29993
N 2.04793 1.96282 -5.99407
C 2.27928 -2.01756 1.13360
C 0.35282 -0.50810 -1.34579
C 0.00633 0.59455 -3.40463
C -1.52634 1.99557 2.26991
C -3.85270 -1.99990 1.07422
C 2.46734 0.79108 1.76845
C 1.66929 1.38941 -4.86394
C -4.10928 -2.15972 2.45350
C 2.14037 0.80676 -2.61342
C -1.68843 -1.03683 1.60197
C 0.22020 0.88705 4.01452
C 1.33103 -1.13978 3.39384
C 0.34047 1.01607 -4.65945
C 1.10711 2.66193 2.10611
C 2.60210 1.23778 -3.83651
C -1.92975 -1.31255 2.96279
C -2.63998 -1.46314 0.63317
C -3.13767 -1.82701 3.40499
C -0.40653 -0.36919 1.22381
C 0.39295 -0.55696 0.06191
H -0.76698 -0.37552 -1.63404
H 3.01938 2.12264 -6.12780
H -0.99214 0.25394 -3.12672
H 1.36949 1.97279 -6.74420
H 0.95308 -1.50640 -1.54232
H -3.27918 -1.92439 4.49532
H -1.12778 -1.02722 3.65466
H 2.74015 0.62424 -1.73908
H -0.40091 1.05152 -5.46317
H -2.44482 -1.36448 -0.43912
H 3.66017 1.42724 -3.96673
H -4.64828 -2.26694 0.36003
H -5.05204 -2.56775 2.82937
*
```


This record from OMol25 describes 13 unconnected molecules or ions with the total composition C42H51N9O8 in a non-equilibrium geometry. The level of theory is wB97M-V/def2-TZVPD.

HOMO energy (spin up / spin down) = -9.688 / -9.688 eV
max |F| = 5.3 eV Å⁻¹
HOMO-LUMO gap (spin up / spin down) = 0.22780 / 0.10008 Eh
expectation value of S² = 0.77
molar mass = 809.9 g/mol

ORCA input file:
```
! wB97M-V def2-TZVPD RIJCOSX def2/J DEFGRID3
* xyz 1 2
O 2.11252 -1.10368 -2.12963
O 2.14975 0.06488 -7.11316
O -3.40870 -1.23671 0.92634
O -1.38597 0.32860 1.91707
O 2.36172 1.10044 8.20233
O -5.06048 -0.61488 -4.28908
O -0.31880 2.58711 3.59912
O 2.83495 3.93571 -3.40185
N -0.38880 -2.77000 -3.74320
N -5.26232 -0.42229 5.02001
N 2.14946 5.07067 0.41189
N -3.27304 2.62342 2.15354
N 3.90515 -3.44091 -3.39169
N -0.51801 -4.64224 1.22066
N 4.94950 -2.94218 1.14384
N -1.66765 2.72853 -3.43566
N 4.51605 2.33157 -0.50463
C 1.49099 0.48799 6.03278
C 1.19219 4.81713 -0.18307
C 0.23210 2.16851 4.81852
C 0.52820 0.86719 0.55936
C 3.96360 2.42985 0.50577
C 1.27277 -0.79373 -1.09151
C 2.33288 2.34217 -6.53894
C 2.51979 1.05130 -6.25448
C 2.83767 0.62308 -5.00619
C -4.97039 -1.99859 -2.31207
C 1.17783 2.67358 6.88655
C 2.69709 -2.36897 2.32957
C -0.02821 4.39868 -0.80157
C 0.38226 3.07967 5.77611
C 0.48081 -1.72108 -0.47234
C -4.69329 -0.73613 -2.95067
C -0.42704 -0.02751 0.97613
C 5.93687 -4.27373 -2.00161
C -1.59195 -6.96467 1.76943
C 2.36400 3.31202 -5.57539
C 3.29837 2.70773 1.84042
C 1.30487 0.54197 -0.60115
C -3.66849 0.13388 -0.99493
C -1.14208 1.73474 -3.81119
C -0.51127 0.51803 -4.20494
C -3.88000 -1.10933 -0.34448
C -4.48717 -2.21299 -1.03367
C -4.09839 0.26411 -2.31832
C -4.13094 -0.24894 4.89033
C -2.64071 -0.01189 4.87961
C 2.75231 2.93852 -4.32022
C -1.66525 -4.41596 -2.12426
C 0.74819 0.87911 4.97131
C -0.98634 -5.68666 1.43748
C 3.04777 1.62827 -4.02546
C 3.96221 -2.71706 1.67922
C -0.93425 -3.53682 -3.08759
C 1.72056 1.43846 7.03106
C 4.76232 -3.88724 -2.72332
C -0.34708 -1.39785 0.59869
C -4.41770 2.84716 1.95888
C -5.81207 3.14171 1.66343
H 2.91214 1.77763 8.60240
H -1.15683 -0.19019 -3.68554
H 2.23934 2.50026 1.68703
H 2.62990 -1.65618 3.15148
H -2.17607 -0.82544 4.32253
H 2.17596 2.50833 -7.59448
H -6.31337 2.55104 0.89668
H -3.87839 1.16833 -2.86638
H 2.01269 -1.95505 1.58906
H -5.94041 4.12910 1.21994
H 1.92375 1.21249 -1.17891
H 3.77529 2.19389 2.67506
H -1.80228 -7.10822 2.82927
H 0.01539 4.09537 5.76350
H -4.93839 0.32014 -4.46917
H -2.39852 -0.00179 5.94232
H 2.25110 -3.28029 2.72795
H 3.34086 3.74062 2.18605
H -1.61220 1.26154 1.91066
H 0.52071 0.42995 -3.86533
H 3.15335 1.31722 -2.99663
H 1.79366 -0.54452 6.12609
H -1.50612 -4.14606 -1.08025
H -6.37153 3.17745 2.59821
H -0.68881 0.37317 -5.27058
H 0.56047 -2.77130 -0.71131
H 0.62173 0.08082 4.25498
H -2.74600 -4.47664 -2.25231
H -0.26106 3.52848 3.42003
H 5.55994 -4.54711 -1.01608
H 6.68912 -3.48718 -1.94195
H 2.13526 4.33925 -5.81809
H -4.81648 -3.06962 -0.46435
H -1.04747 -2.15019 0.93014
H 2.90813 -0.44001 -4.82931
H -0.86409 -7.73849 1.52548
H -2.44489 0.90233 4.31930
H -0.02458 3.30911 -0.77141
H -0.93609 4.67313 -0.26442
H -1.21952 -5.40837 -2.05689
H 3.78325 3.93087 -3.25246
H 2.25544 -2.05224 -2.16703
H -5.49009 -2.69161 -2.95708
H -2.38197 -7.24205 1.07155
H 6.34235 -5.25446 -2.25035
H 0.41106 1.87655 0.92525
H -2.84210 -0.52374 1.23005
H 1.63019 0.36060 -7.86429
H 0.00309 4.83539 -1.79978
H -3.22394 0.99948 -0.52642
H 1.16869 3.45446 7.63258
*
```


This record from OMol25 describes a molecular structure, C27H38N2O2Se4SiW. The level of theory is wB97M-V/def2-TZVPD.

HOMO energy (spin up / spin down) = -6.966 / -7.790 eV
max |F| = 0.8 eV Å⁻¹
HOMO-LUMO gap (spin up / spin down) = 0.22389 / 0.21080 Eh
expectation value of S² = 2.09
molar mass = 950.4 g/mol

ORCA input file:
```
! wB97M-V def2-TZVPD RIJCOSX def2/J DEFGRID3
* xyz 0 3
W 0.73016 -2.23647 -1.38873
Se -1.30679 -3.07653 -0.68553
Se 0.35786 -3.36890 -3.75505
Se 2.37538 -3.76054 -0.93714
Se 1.91784 -1.80340 -3.81813
Si 0.87637 -1.85537 1.50715
O -2.33192 0.10019 -3.64985
O 1.29189 -0.28083 -1.04364
N -0.46662 -0.42123 -2.37355
N 0.26151 1.65561 -1.88058
C 1.00175 -3.54129 2.47338
C -0.66945 -0.81345 2.07808
C -4.01293 2.49683 -0.33725
C -0.79407 2.70318 -3.87695
C -1.38659 0.40581 -2.97350
C -0.50448 4.20982 -6.20383
C 0.58800 3.97832 -5.38533
C 2.91813 -0.85198 3.27822
C -2.58828 4.42734 -0.29395
C 2.37857 0.71356 1.46682
C -1.74523 3.68652 -5.85813
C -1.89278 2.94227 -4.70048
C -1.73932 3.81505 -1.19963
C 0.69015 -3.35410 3.97347
C 0.40991 0.34054 -1.73615
C -0.41226 -0.07390 3.41011
C -1.01543 0.25660 1.03165
C 2.49321 -0.78959 1.79078
C 2.38179 -4.22122 2.40565
C -0.99558 1.88838 -2.61099
C 0.44416 3.22473 -4.22549
C -2.01031 2.53147 -1.67128
C 3.67895 -1.31877 0.97131
C -3.73096 3.76559 0.14112
C -0.00161 -4.57612 1.94405
C -3.15608 1.87722 -1.24071
C -1.95654 -1.62600 2.29972
H -2.74153 -0.93442 2.62866
H 2.15723 -0.48377 3.96361
H -0.18851 0.94002 0.83300
H 4.57921 -0.76541 1.26440
H 2.32419 -5.15681 2.97355
H 0.80553 -4.32697 4.46489
H 2.66904 -4.48632 1.38773
H 3.33910 1.17917 1.71506
H -0.24815 -0.74880 4.24781
H -1.33400 -0.19886 0.09259
H 1.36711 -2.66078 4.47124
H -1.30593 0.51737 3.64249
H 3.87364 -2.37919 1.14251
H -1.86342 -2.39444 3.06727
H 2.18993 0.89672 0.41079
H -0.39351 4.79396 -7.10905
H 0.68949 2.31958 -1.25764
H -4.90423 1.97693 -0.00716
H 0.21021 -4.85053 0.91005
H 1.55955 4.37856 -5.64781
H -3.39124 0.88660 -1.60957
H -1.85481 0.85942 1.39810
H -2.31740 -2.10137 1.38817
H 0.42373 0.62074 3.36989
H 1.31101 3.03247 -3.60672
H -0.86500 4.34899 -1.55975
H 3.18965 -3.63667 2.84032
H -0.32962 -3.02470 4.16122
H -1.03482 -4.22883 1.99726
H 3.20796 -1.84757 3.60525
H 3.79828 -0.21005 3.39947
H 0.07560 -5.48007 2.55990
H -4.40036 4.24355 0.84548
H -2.36625 5.42386 0.06680
H 1.61828 1.23113 2.05126
H 3.53387 -1.17530 -0.09811
H -2.85828 2.53252 -4.43350
H -2.60392 3.85991 -6.49509
*
```